No. 1
{"formula": "C17H29Cl7KNNa2O7P", "method": "ωB97M-V/def2-TZVPD", "charge": 1, "total_energy_ha": -5733.08333, "e_lumo_ev": -4.9, "homo_lumo_gap_ha": 0.0427, "homo_ev": -6.06, "elements": ["C", "C", "C", "C", "C", "C", "C", "P", "N", "O", "O", "C", "O", "C", "C", "C", "O", "H", "H", "H", "H", "H", "H", "H", "H", "H", "H", "H", "H", "H", "H", "H", "H", "C", "Cl", "Cl", "Cl", "Cl", "Cl", "Cl", "C", "C", "Cl", "H", "H", "H", "H", "O", "H", "H", "K", "Na", "C", "C", "O", "C", "H", "H", "H", "H", "H", "H", "O", "H", "Na"], "coordinates": [[1.45567, -1.91897, 0.74744], [1.64666, -0.30019, 0.72945], [1.29747, 0.39725, -0.69113], [0.05930, -0.33017, -1.42351], [-0.88590, 0.68842, -2.29643], [-2.34077, -0.03903, -2.32256], [-3.50066, 0.39390, -1.55929], [-3.47705, 1.93322, -0.45305], [-4.73539, 1.79675, 0.55515], [-3.74053, 3.33298, -1.42968], [-2.01294, 2.08565, 0.48538], [-4.82149, -0.54611, -1.71732], [-6.02792, -0.06458, -1.75692], [-4.49497, -2.13397, -1.80462], [-3.32030, -2.57506, -2.56181], [-2.47185, -1.37020, -3.25327], [-1.95150, -1.44532, -4.42833], [0.51121, -2.28818, 1.34155], [1.42443, -2.41788, -0.28632], [2.36120, -2.37969, 1.31954], [0.96383, 0.12927, 1.58048], [2.76217, -0.08809, 0.99612], [1.06776, 1.50628, -0.47842], [2.21396, 0.29657, -1.38246], [-0.64331, -0.71198, -0.56725], [0.34516, -1.20731, -2.10686], [-0.44457, 0.71414, -3.37575], [-0.91971, 1.74457, -1.83225], [-5.35639, 2.61444, 0.36374], [-3.14840, 3.33234, -2.22280], [-1.98336, 1.36978, 1.16650], [-5.13493, -2.92718, -1.25263], [-2.99277, -3.67140, -2.65321], [0.44252, 4.87225, -3.25574], [0.50608, 5.44057, -1.57026], [1.93642, 3.98874, -3.63804], [-0.95282, 3.80479, -3.47499], [0.27944, 6.26947, -4.35222], [-7.09595, -0.82354, -0.02677], [-1.15861, -3.80861, 1.88765], [-0.98183, -5.41950, 2.62094], [-0.56436, -5.34281, 4.08130], [1.10062, -4.74694, 4.27309], [-0.26099, -5.98645, 2.02518], [-1.95531, -5.91316, 2.53689], [-0.59649, -6.33780, 4.52949], [-1.22697, -4.68967, 4.65595], [1.57017, -1.30932, 4.73845], [2.22827, -1.28314, 5.44594], [1.38745, -2.25069, 4.62194], [-1.64694, -7.55338, 4.10497], [-0.93760, -1.06242, 1.85252], [4.85371, 2.47363, 2.51825], [5.76638, 1.73119, 1.57991], [5.33520, 0.88220, 0.81178], [7.23147, 2.07380, 1.62311], [3.82758, 2.12390, 2.37714], [5.14874, 2.28323, 3.55261], [4.89008, 3.54425, 2.30532], [7.63259, 1.86598, 2.61764], [7.37462, 3.12642, 1.36929], [7.76820, 1.46156, 0.89397], [-1.78456, 3.39875, -6.30286], [-1.92001, 2.46278, -6.39290], [0.09880, 8.80366, -5.43907]], "forces_ev_per_a": [[0.6182, -0.3647, 0.6515], [0.2029, -0.4556, -0.2136], [0.0983, -0.6983, -0.0494], [-0.8085, 1.2074, 0.5958], [-0.3564, -1.5652, -0.2233], [-1.4173, 0.6681, 0.6347], [2.3134, -2.3172, -1.9059], [-4.2998, 0.7325, 1.1419], [2.4160, 1.1065, -1.9512], [2.2641, -2.5785, 0.9146], [-0.6655, -1.0290, -1.3576], [-1.4558, 0.7207, -0.0516], [5.4316, -1.8710, -0.5684], [2.7603, 0.2122, -1.6068], [-1.8291, 2.7399, 1.4856], [0.6782, -0.6537, -2.2107], [-1.9256, 0.3162, 5.4818], [2.3122, 0.5378, -1.4051], [-0.0523, 0.9461, 1.5320], [-1.6921, 0.7295, -0.9500], [1.3768, -0.2977, -1.3594], [-2.1628, -0.1593, -0.2907], [0.3529, -1.7198, -0.5619], [-1.3042, 0.4117, 1.2122], [0.9841, 0.3010, -1.4306], [-0.3237, 1.2277, 1.2642], [-0.9948, 0.1760, 1.8874], [0.0264, -1.9387, -0.7094], [0.4157, -0.9485, 0.4197], [-0.6677, 0.0888, 0.6363], [-0.6758, 1.1169, -0.8569], [0.7620, 1.8671, -1.1698], [-0.6051, 1.9324, -0.0810], [-0.4798, -1.3819, 0.7780], [0.0901, 0.1630, -0.2502], [-0.3321, 0.3459, -0.0011], [0.7236, 0.7584, -0.5855], [-0.0055, 0.2532, -0.3930], [-0.8152, -0.5289, 1.3619], [-0.3604, -0.9495, 0.0993], [-0.0028, 0.1832, -0.0489], [0.9185, 1.0496, 0.4065], [-0.2128, -0.1318, -0.0978], [0.0219, 0.2092, 0.0021], [-0.0673, 0.5211, -0.3684], [2.5316, 3.5921, 0.5897], [0.0221, -0.0369, -0.1009], [-0.0711, -0.3084, -0.0243], [-0.1260, 0.1439, -0.1328], [0.1098, 0.1875, 0.0677], [-3.3938, -5.1476, -0.4649], [-0.3144, 0.6599, -0.1347], [-0.3815, -0.2003, -0.1127], [-0.2854, -0.7384, -0.7117], [0.2243, 0.6182, 0.6620], [0.0885, -0.2988, -0.3293], [0.1548, 0.0548, 0.0036], [0.0737, 0.2214, -0.0281], [0.1078, -0.0197, 0.1936], [-0.0044, 0.2296, -0.0007], [0.0430, -0.0024, 0.2214], [-0.1137, 0.0974, 0.1155], [0.3009, 0.9651, 0.5817], [-0.1152, -0.7010, -0.2059], [-0.1058, -0.2493, 0.0035]]}

***

No. 2
{"formula": "C46H35BaCl3N5O3PS4Si", "method": "ωB97M-V/def2-TZVPD", "charge": -2, "total_energy_ha": -5903.42156, "e_lumo_ev": 3.3, "homo_lumo_gap_ha": 0.1724, "e_above_lowest_kj_mol": 151.8, "homo_ev": -1.37, "elements": ["Ba", "O", "C", "S", "C", "C", "S", "S", "S", "N", "C", "C", "C", "C", "C", "C", "C", "C", "N", "C", "H", "H", "H", "H", "H", "H", "H", "H", "C", "O", "C", "C", "C", "C", "C", "C", "N", "N", "C", "C", "C", "C", "O", "C", "N", "C", "C", "C", "C", "H", "H", "H", "H", "H", "H", "H", "H", "H", "H", "H", "H", "Cl", "Si", "Cl", "Cl", "C", "C", "C", "C", "C", "C", "P", "C", "C", "C", "C", "C", "C", "C", "C", "C", "C", "C", "C", "H", "H", "H", "H", "H", "H", "H", "H", "H", "H", "H", "H", "H", "H", "H"], "coordinates": [[-0.65472, -0.40632, 1.00996], [0.33774, -7.33783, 3.56799], [0.22422, -6.16465, 3.28790], [1.39761, -5.26634, 2.34674], [0.62336, -3.66868, 2.41918], [-0.56733, -3.60999, 3.06564], [-1.55907, -2.24605, 3.32695], [-1.13267, -5.15770, 3.75444], [1.50068, -2.39156, 1.69301], [1.45967, 1.48115, -2.11297], [2.71376, 1.97859, -1.91384], [3.33622, 2.83518, -2.80034], [4.65043, 3.26325, -2.59115], [5.35426, 2.86802, -1.48508], [4.75098, 2.01573, -0.53976], [5.37786, 1.62583, 0.66216], [4.71445, 0.80570, 1.52939], [3.42753, 0.35334, 1.18787], [2.80838, 0.71060, 0.09571], [3.43251, 1.54310, -0.75882], [0.85868, 1.97423, -2.75288], [1.01601, 1.12120, -1.27916], [2.79123, 3.18095, -3.66869], [5.10879, 3.92778, -3.31422], [6.36580, 3.21280, -1.31376], [6.37045, 1.99626, 0.88706], [5.14530, 0.51553, 2.47454], [2.89488, -0.32226, 1.84359], [-2.78313, 6.33797, -6.55835], [-3.23930, 5.01121, -6.56573], [-4.11943, 4.64101, -5.56814], [-4.83596, 5.53229, -4.78179], [-5.68512, 5.06250, -3.79769], [-5.81939, 3.69386, -3.54879], [-5.10866, 2.80278, -4.37138], [-4.29399, 3.27150, -5.37442], [-6.80448, 3.25259, -2.68707], [-6.70948, 2.26345, -1.91626], [-5.52542, 1.69332, -1.53295], [-5.54566, 0.31490, -1.30179], [-4.40413, -0.39254, -1.01080], [-3.14396, 0.22647, -0.87961], [-2.08128, -0.41307, -0.61496], [-3.11527, 1.66980, -1.02338], [-1.92850, 2.27251, -0.83181], [-1.86558, 3.58155, -0.84245], [-3.00153, 4.39269, -0.95084], [-4.21649, 3.79465, -1.16244], [-4.29872, 2.39722, -1.29978], [-1.97478, 6.38615, -7.28732], [-2.39934, 6.62647, -5.57454], [-3.56807, 7.04471, -6.85214], [-4.75259, 6.59874, -4.93577], [-6.23706, 5.76077, -3.18280], [-5.22344, 1.73826, -4.21250], [-3.76802, 2.59192, -6.02866], [-6.49107, -0.19387, -1.44051], [-4.44689, -1.46460, -0.88085], [-0.88527, 4.02044, -0.70621], [-2.91961, 5.46596, -0.84822], [-5.12211, 4.38398, -1.18298], [-1.09674, 3.54186, 2.98200], [0.35736, 2.26329, 2.14703], [1.74019, 2.22708, 3.72955], [1.35745, 3.70406, 0.93700], [5.25250, -1.15144, -3.78387], [4.85937, -2.09721, -2.85155], [3.52711, -2.22304, -2.50252], [2.56102, -1.41194, -3.09028], [2.97090, -0.44864, -4.00976], [4.30196, -0.32424, -4.35815], [0.81910, -1.46335, -2.49956], [0.51363, -3.28345, -2.57503], [0.92385, -4.01689, -1.46107], [0.73117, -5.38525, -1.40340], [0.10158, -6.03939, -2.44863], [-0.34847, -5.31525, -3.53974], [-0.14626, -3.94680, -3.60390], [-0.05306, -0.92003, -4.02396], [-1.14418, -0.07491, -3.86106], [-1.86926, 0.35929, -4.95869], [-1.50807, -0.04925, -6.23154], [-0.41761, -0.88858, -6.40460], [0.30896, -1.32029, -5.30956], [6.29556, -1.05108, -4.05375], [5.59732, -2.73793, -2.38741], [3.23897, -2.95396, -1.76169], [2.24258, 0.21378, -4.45302], [4.60016, 0.42963, -5.07516], [1.37427, -3.50256, -0.62059], [1.06022, -5.93908, -0.53442], [-0.05629, -7.10952, -2.40439], [-0.86482, -5.81626, -4.34906], [-0.51962, -3.40244, -4.45887], [-1.42053, 0.23821, -2.86470], [-2.71328, 1.01734, -4.81447], [-2.07126, 0.28515, -7.09324], [-0.13335, -1.21217, -7.39792], [1.16679, -1.96479, -5.45038]], "forces_ev_per_a": [[2.3271, -0.9019, 2.3572], [-0.0159, -0.4026, 0.0787], [-0.0466, 0.1704, -0.0663], [0.0688, 0.2198, 0.0581], [-0.5465, -0.7683, 0.3911], [0.6416, -0.8108, -0.2336], [-0.7390, 0.6167, 0.2721], [0.0045, 0.2752, -0.0322], [0.8498, 0.3252, -0.3649], [-0.2986, 0.0549, 0.0012], [0.3378, 0.2148, -0.1474], [-0.3450, -0.1792, 0.0289], [0.3249, 0.0323, 0.2046], [0.1405, 0.2158, -0.2527], [-0.4510, -0.1140, -0.0545], [-0.1207, -0.1948, 0.1662], [0.2629, 0.2264, -0.1608], [-0.1326, -0.1076, 0.1284], [-0.4620, -0.2211, 0.0475], [0.5679, 0.2812, -0.1132], [-0.0628, 0.0439, 0.1374], [-0.0325, 0.1227, -0.1452], [-0.0610, 0.0041, -0.0930], [0.0020, 0.0064, 0.0014], [0.0514, 0.0267, 0.0007], [0.0512, 0.0194, 0.0015], [0.0433, -0.0808, 0.0737], [0.0196, -0.0255, 0.1408], [0.0403, 0.2452, -0.0280], [-0.3394, -0.3708, 0.2762], [0.1054, 0.0129, -0.1476], [0.3073, 0.1943, -0.2646], [-0.1404, -0.5407, 0.3236], [1.1177, 0.4279, -1.0083], [-0.2376, 0.1202, 0.2389], [0.1667, 0.1927, -0.1656], [-1.2735, -0.4988, 0.8517], [-0.9323, 0.6921, -0.2302], [1.0881, -0.6962, 0.1594], [-0.2024, 0.7736, -0.2748], [0.5442, -0.3485, 0.1187], [-1.1669, 0.0938, -0.4303], [-2.0653, -0.3535, -2.6927], [-0.3818, 0.1545, -0.1513], [0.5065, 0.0019, 0.0892], [0.2121, -0.0720, 0.0694], [-0.4233, -0.0685, -0.0855], [0.2114, 0.2850, 0.0379], [-0.0433, -0.2654, 0.1805], [-0.0458, 0.0234, 0.0391], [-0.0083, -0.0251, -0.0110], [0.0164, -0.0272, 0.0068], [0.0637, 0.0357, 0.0124], [-0.1030, 0.0108, -0.0154], [0.0142, -0.0245, -0.0292], [0.0883, -0.0560, -0.0248], [-0.0471, -0.0323, 0.0863], [0.0386, -0.0676, 0.0364], [0.0767, 0.0059, 0.0668], [0.0305, 0.0111, 0.0308], [0.0196, 0.0417, -0.0793], [-0.6762, 0.5039, 0.3315], [0.2955, 0.4121, -0.0185], [0.5125, -0.0636, 0.6336], [0.2837, 0.4795, -0.4771], [0.1011, 0.0097, -0.0211], [0.1679, -0.0463, -0.0050], [-0.1152, -0.0254, 0.0164], [-0.0551, 0.1904, 0.1090], [-0.0325, -0.0789, 0.0291], [0.1430, 0.0405, -0.1034], [-0.0715, -0.4230, -0.1663], [-0.0701, 0.1397, 0.1255], [0.0242, 0.1102, -0.0647], [0.0590, -0.1990, 0.0177], [-0.0431, -0.1192, -0.0245], [-0.0409, -0.0999, -0.0861], [-0.0229, 0.0376, -0.0659], [0.0986, 0.0293, 0.2185], [0.0856, -0.0400, 0.0231], [-0.0912, 0.0370, -0.1228], [-0.0968, 0.0651, -0.0355], [0.0841, -0.0851, -0.1107], [-0.0484, 0.0918, 0.0034], [0.0481, 0.0077, 0.0017], [0.0178, -0.0282, 0.0440], [0.0005, -0.0531, 0.0732], [-0.0104, 0.0607, -0.0076], [0.0104, 0.0517, -0.0112], [0.0084, -0.0043, 0.1546], [-0.0073, 0.0443, 0.0667], [-0.0161, -0.0317, 0.0147], [-0.0267, -0.0228, -0.0299], [-0.0283, -0.0139, -0.0034], [-0.0275, 0.0394, 0.1005], [-0.0635, 0.0481, 0.0460], [-0.0385, 0.0323, -0.0283], [0.0090, 0.0084, -0.0440], [0.0167, -0.0299, 0.0056]]}

***

Q: Number 2 is which compound?
A: C46H35BaCl3N5O3PS4Si